1.
{"formula": "C2H8KN4O2", "method": "the ωB97M-V functional and the def2-TZVPD basis", "symbols": ["K", "C", "O", "N", "N", "H", "H", "H", "H", "C", "O", "N", "N", "H", "H", "H", "H"], "xyz": [[1.07432, 1.46236, -3.01532], [2.10958, -0.04040, 0.11389], [2.52416, 0.87317, -0.57301], [1.58414, -1.15224, -0.36923], [2.17944, -0.02467, 1.40628], [1.68450, -1.25412, -1.36906], [1.09506, -1.77082, 0.26183], [2.16174, -0.92732, 1.85907], [2.68190, 0.76367, 1.78857], [-1.88891, 0.48759, -0.33857], [-1.32225, 0.82170, -1.37094], [-3.07611, 0.88423, -0.13826], [-1.45792, -0.45307, 0.44695], [-3.61820, 0.27977, 0.46246], [-3.28898, 1.64491, -0.76768], [-1.75375, -0.53803, 1.40891], [-0.68871, -1.05677, 0.19403]], "gap_ev": 9.93, "charge": 1, "e_above_lowest_kcal_mol": 26.18, "e_lumo_ha": -0.119, "energy_ha": -1050.3333}


2.
{"formula": "C2H5NO2S2", "method": "the ωB97M-V functional and the def2-TZVPD basis", "symbols": ["C", "C", "N", "O", "O", "S", "S", "H", "H", "H", "H", "H"], "xyz": [[-0.52131, -0.94104, -0.48357], [-0.33441, 0.58886, -0.88478], [0.73617, -1.60098, -0.46048], [0.81189, 0.35500, 1.25786], [0.23313, 2.70836, 0.87705], [0.97942, -2.58814, 0.72097], [-0.32901, 1.35749, 0.77570], [-1.16659, -1.05272, 0.39141], [-1.17066, -1.53872, -1.25998], [0.59119, 0.95438, -1.40302], [-1.18550, 0.77403, -1.46682], [1.35568, 0.98349, 1.93567]], "gap_ev": 7.39, "charge": 0, "e_above_lowest_kcal_mol": 79.85, "e_lumo_ha": -0.045, "energy_ha": -1080.6896}


3.
{"formula": "C2H40NO16", "method": "the ωB97M-V functional and the def2-TZVPD basis", "symbols": ["C", "C", "N", "H", "H", "H", "H", "H", "H", "H", "H", "H", "H", "O", "H", "H", "O", "H", "H", "O", "H", "H", "O", "H", "H", "O", "H", "H", "O", "H", "H", "O", "H", "H", "O", "H", "H", "O", "H", "H", "O", "H", "H", "O", "H", "H", "O", "H", "H", "O", "H", "H", "O", "H", "H", "O", "H", "H", "O"], "xyz": [[-2.79092, -2.46498, -2.13997], [-3.19994, -1.18671, -1.42117], [-2.08408, -0.18187, -1.57124], [-3.13842, -2.39675, -3.16011], [-1.83592, -3.03217, -2.17645], [-3.39396, -3.23833, -1.64964], [-4.13253, -0.73709, -1.80956], [-3.33250, -1.46659, -0.35413], [-1.31023, -0.44734, -0.94055], [-2.39648, 0.74246, -1.15789], [-1.68509, -0.05638, -2.50237], [5.20351, -2.02295, -0.00349], [4.99822, -0.59010, -0.61528], [5.47862, -1.41505, -0.69884], [-2.79631, -4.06734, 1.51655], [-2.60804, -3.60479, 3.00507], [-2.58758, -3.31287, 2.07201], [-0.00394, -0.41804, 4.87230], [0.04011, -0.73050, 3.38061], [-0.29818, -0.07680, 4.02360], [1.19943, 4.06545, -0.85734], [2.77321, 4.03173, -1.27701], [1.90165, 3.65352, -1.42639], [2.96094, -1.38413, -0.54879], [2.42752, -0.27012, 0.21530], [2.64729, -1.20726, 0.36558], [3.91169, 1.06321, 1.27827], [5.13004, 0.36628, 0.72240], [4.71295, 1.23859, 0.77039], [0.70938, -4.67716, -2.12398], [1.45474, -3.16554, -2.12276], [1.23337, -3.99773, -1.71301], [1.69601, 1.95379, -0.83251], [1.30467, 1.17220, 0.46403], [1.46814, 1.07480, -0.48068], [0.16579, 5.05618, 0.66354], [-0.75243, 3.94327, 0.22617], [0.16925, 4.10390, 0.49447], [0.61444, 2.97547, 2.16878], [0.18890, 1.90100, 3.21375], [-0.09971, 2.69864, 2.74915], [-2.12423, 2.72128, -2.72799], [-3.21570, 3.26737, -2.10749], [-2.53138, 2.62802, -1.83233], [-2.34087, 0.45499, 1.94460], [-2.06362, -0.90431, 1.59450], [-1.94571, -0.04506, 1.17662], [-3.17455, 1.96253, 3.59790], [-1.84215, 1.04890, 3.89136], [-2.79349, 1.09522, 3.73350], [2.01278, -2.16373, 3.02454], [1.18224, -1.82804, 1.74599], [1.50310, -1.48120, 2.58255], [0.89258, 0.01380, -4.11425], [0.57998, 1.35670, -4.31538], [0.11914, 0.57628, -3.94232], [0.77996, -0.42779, -2.29731], [0.64464, -1.05292, -0.81935], [0.37366, -1.11396, -1.75397]], "gap_ev": 10.72, "charge": 1, "e_above_lowest_kcal_mol": 0.00, "e_lumo_ha": -0.100, "energy_ha": -1358.5379}


4.
{"formula": "C7H7N", "method": "the ωB97M-V functional and the def2-TZVPD basis", "symbols": ["C", "C", "C", "C", "C", "C", "C", "H", "H", "H", "H", "H", "H", "H", "N"], "xyz": [[-2.73331, 3.52942, 0.24965], [-1.61333, 3.13843, 0.03732], [1.42105, 0.15241, -0.01154], [0.37092, -0.34420, 0.66210], [-0.25159, -1.58823, 0.53373], [0.44111, -2.33134, -0.31442], [1.64045, -1.94746, -0.88491], [-3.74474, 3.87694, 0.46625], [-0.58179, 2.90322, -0.23289], [1.79979, 1.21272, -0.02557], [-0.21902, 0.26587, 1.28971], [-1.19413, -1.86397, 1.01070], [0.24199, -3.46013, -0.72522], [2.32638, -2.83239, -1.13606], [2.09622, -0.71129, -0.91886]], "gap_ev": 10.31, "charge": 0, "smiles": "c1ccncc1.C#C", "e_above_lowest_kcal_mol": 71.15, "e_lumo_ha": 0.029, "energy_ha": -325.5453}